32
Properties=species:S:1:pos:R:3:lowdin_charge:R:1 method="wB97M-V/def2-TZVPD" s2=6.00 homo_ev="-4.22 / -7.33" lumo_energy_ev="1.99 / 1.99" charge=-1 spin_multiplicity=5 mol_weight_g_mol=356.3 orbital_gap_ha="0.2282 / 0.3425"
Co 2.3643 2.4496 3.6848 0.712
Cl 1.0765 -0.0189 1.1697 0.677
O 2.1861 -0.8852 1.4805 -0.343
O 1.0562 1.0973 2.1643 -0.522
O 1.3293 0.6626 -0.1019 -0.379
O -0.2909 -0.5219 1.1574 -0.360
B 3.2457 3.7638 2.2341 -0.482
H 3.7947 4.1675 1.3975 -0.029
H 2.3724 3.2320 1.8894 -0.072
H 3.8400 3.1335 2.8773 -0.099
H 2.8381 4.5688 2.8259 -0.053
C 0.1078 -3.9770 0.4700 0.058
N -1.0770 -4.9092 0.4589 -0.458
O -0.9405 -6.0398 0.0042 0.034
O -2.0849 -4.5350 0.9842 0.071
H -0.3875 -3.1269 0.0008 0.072
H 0.8811 -4.3731 -0.1881 0.098
H 0.4507 -3.7266 1.4739 0.106
C -1.1377 -0.9658 -2.4886 0.037
N -0.3604 -0.9028 -3.7188 -0.402
O -0.2284 0.2226 -4.2071 0.036
O 0.3001 -1.8581 -4.2195 0.026
H -0.7429 -0.1334 -1.9060 0.074
H -0.8901 -1.9287 -2.0417 0.089
H -2.2212 -0.9094 -2.5934 0.111
C -1.7016 2.4524 -0.7824 0.075
N -2.9329 1.9208 -0.0085 -0.425
O -3.5150 2.7194 0.6838 0.048
O -3.1575 0.7249 0.0732 0.046
H -1.4545 1.8680 -1.6687 0.071
H -0.8944 2.3252 -0.0611 0.089
H -1.8256 3.5033 -1.0440 0.091

---

23
Properties=species:S:1:pos:R:3:lowdin_charge:R:1 method="wB97M-V/def2-TZVPD" homo_ev=-13.37 relative_energy_kcal_mol=46.6 lumo_energy_ev=-2.95 charge=+1 mol_weight_g_mol=118.2 orbital_gap_ha=0.3828
C 0.6758 1.4720 -0.0439 -0.010
N 0.4126 0.1140 0.5613 -0.003
C -0.9375 -0.4078 0.1505 0.001
H 0.8332 1.4212 -1.1338 0.089
H -0.1097 2.1894 0.1311 0.100
H 1.6408 1.8594 0.3011 0.111
H 0.4562 0.2967 1.5624 0.155
H 1.1102 -0.4534 0.1023 0.167
H -1.5604 0.4862 -0.1153 0.109
H -1.5449 -0.9633 0.8405 0.096
H -0.8776 -0.8966 -0.8381 0.115
H 1.1081 0.9131 -3.9341 0.030
H 2.0198 -0.2630 -3.8848 0.048
O 1.4843 0.2860 -3.2996 -0.070
H 2.3732 -0.5732 3.9870 0.064
H 3.3835 -0.4588 2.9704 0.051
O 2.4181 -0.5469 3.0076 -0.075
H -2.4670 -2.8718 6.1389 0.029
H -3.6665 -3.8486 5.4079 0.027
O -3.3682 -3.1146 5.9318 -0.057
H -0.7175 2.3438 -6.3695 0.041
H -1.7993 1.4646 -5.6295 0.036
O -0.8673 1.5516 -5.8444 -0.056

---

60
Properties=species:S:1:pos:R:3:lowdin_charge:R:1 method="wB97M-V/def2-TZVPD" homo_ev=-4.26 lumo_energy_ev=1.30 charge=-1 mol_weight_g_mol=439.4 orbital_gap_ha=0.2042
C -1.6300 -3.8028 -0.2458 -0.096
C -1.9481 -3.2929 -1.6598 -0.266
C -1.1077 -2.0915 -2.1197 -0.170
C -1.3592 -0.7378 -1.4017 -0.282
C -2.6236 -0.7253 -0.5225 -0.071
C -0.1223 -0.1880 -0.6451 -0.485
N -0.5601 0.6931 0.4555 0.063
N 0.6209 0.6744 -1.5892 0.064
C 0.7834 -1.2807 0.0000 -0.678
O 1.6997 -1.7234 -0.7433 -0.092
O 0.6070 -1.6325 1.1708 -0.025
H -2.4542 -3.5358 0.4180 0.061
H -1.5617 -4.8906 -0.1986 0.058
H -0.7221 -3.3846 0.1824 0.058
H -3.0155 -3.1352 -1.8073 0.083
H -1.6943 -4.1034 -2.3520 0.091
H -1.3632 -1.9534 -3.1761 0.099
H -0.0653 -2.4035 -2.0974 0.098
H -1.5760 -0.0079 -2.1884 0.118
H -3.4693 -1.1938 -1.0221 0.067
H -2.3687 -1.1719 0.4337 0.076
H -2.9088 0.3116 -0.3593 0.061
H -1.0088 1.4903 0.0180 0.064
H 0.2702 1.0271 0.9282 0.069
H 0.6249 0.2600 -2.5120 0.060
H 1.5668 0.7596 -1.2418 0.065
C -3.8725 5.6214 -0.1463 -0.104
O -4.3359 5.5136 1.2022 -0.280
P -4.9495 4.0645 1.6510 0.526
O -3.8661 3.1023 1.3811 -0.221
O -6.0969 4.0754 0.4861 -0.259
C -7.0107 5.1667 0.3931 -0.122
O -5.9683 3.2656 2.6404 -0.224
C -5.3999 2.3438 3.5848 -0.101
H -2.8269 5.9201 -0.1149 0.094
H -3.9632 4.6885 -0.6950 0.090
H -4.4534 6.3950 -0.6518 0.086
H -7.0367 5.5094 -0.6413 0.085
H -6.7192 6.0035 1.0294 0.081
H -8.0068 4.8268 0.6787 0.085
H -4.4905 2.7335 4.0347 0.085
H -5.1882 1.4038 3.0813 0.095
H -6.1404 2.1768 4.3655 0.083
C 8.4558 -1.4001 1.6314 -0.125
O 7.2092 -1.0798 1.0285 -0.273
P 6.4028 -2.3164 0.3100 0.502
O 6.2445 -3.3264 1.3755 -0.245
O 7.6239 -2.6979 -0.7162 -0.261
C 8.1732 -1.6939 -1.5636 -0.131
O 5.2971 -2.6378 -0.8001 -0.209
C 3.9896 -3.1316 -0.3851 -0.078
H 8.4045 -1.1136 2.6810 0.089
H 8.6950 -2.4578 1.5600 0.085
H 9.2408 -0.8202 1.1400 0.083
H 9.2606 -1.7184 -1.4736 0.080
H 7.8252 -0.6946 -1.2981 0.082
H 7.8989 -1.9059 -2.5979 0.084
H 3.6234 -2.6157 0.4920 0.080
H 4.0672 -4.2022 -0.1924 0.090
H 3.2994 -2.9596 -1.1946 0.059

---

62
Properties=species:S:1:pos:R:3:lowdin_charge:R:1 method="wB97M-V/def2-TZVPD" homo_ev="-4.60 / -4.60" lumo_energy_ev="2.10 / 2.10" charge=-1 mol_weight_g_mol=744.6 orbital_gap_ha="0.2462 / 0.2462"
Pt 0.5672 -0.3213 -0.0152 1.124
Cl 6.3652 -4.1623 -1.3653 0.633
C 5.1704 -3.2206 -0.5347 -0.696
C 4.0570 -2.7829 -1.2235 -0.043
C 3.0690 -2.0089 -0.6098 -0.202
N 1.9665 -1.5192 -1.2839 0.017
C 1.7491 -1.7673 -2.5786 -0.462
O 2.3995 -2.4764 -3.3548 0.008
C 0.5340 -1.0890 -3.1447 -0.189
C 0.1165 -1.4749 -4.4193 -0.005
C -1.0122 -0.9008 -4.9673 -0.065
C -1.6711 0.0660 -4.2217 -0.059
C -1.1542 0.4256 -2.9880 -0.129
N -0.0868 -0.1456 -2.4460 0.061
C 3.2206 -1.6803 0.7672 -0.202
C 4.3544 -2.1449 1.4383 -0.044
C 5.3200 -2.8990 0.8017 -0.696
Cl 6.7089 -3.4266 1.6946 0.633
N 2.2518 -0.8965 1.3668 0.022
C 2.3199 -0.5351 2.6512 -0.461
O 3.1694 -0.8338 3.4988 0.006
C 1.1959 0.3497 3.1139 -0.185
C 1.1446 0.6648 4.4735 -0.005
C 0.1189 1.4543 4.9506 -0.064
C -0.8172 1.9180 4.0376 -0.056
C -0.6676 1.5846 2.7018 -0.133
N 0.3073 0.8127 2.2444 0.065
H 3.9499 -3.0361 -2.2644 0.087
H 0.7096 -2.2094 -4.9410 0.110
H -1.3708 -1.1922 -5.9463 0.102
H -2.5632 0.5514 -4.5892 0.100
H -1.6252 1.2096 -2.4184 0.093
H 4.4828 -1.8988 2.4785 0.086
H 1.9251 0.2761 5.1086 0.110
H 0.0468 1.7070 6.0008 0.102
H -1.6500 2.5339 4.3433 0.101
H -1.3673 1.9613 1.9749 0.087
C -1.7793 -2.1205 0.5804 -0.206
Si -2.6251 -0.4288 0.3270 0.408
C -3.6218 -0.0013 1.9138 -0.175
C -3.9640 -0.6157 -1.0359 -0.174
N -1.3199 0.6103 -0.0355 -0.267
C -1.2066 1.9313 -0.2981 -0.481
C -2.3020 2.8099 -0.3651 -0.069
C -2.1144 4.1513 -0.6303 -0.114
C -0.8457 4.6682 -0.8361 -0.128
C 0.2496 3.8172 -0.7786 -0.096
C 0.0763 2.4805 -0.5159 -0.087
H -2.4944 -2.9065 0.8041 0.016
H -1.0656 -2.0773 1.4037 0.009
H -1.2340 -2.4156 -0.3165 0.007
H -4.4712 -0.6702 2.0158 0.016
H -4.0022 1.0153 1.8916 0.014
H -3.0097 -0.1020 2.8040 0.010
H -4.8047 -1.1900 -0.6595 0.015
H -3.5703 -1.1353 -1.9019 0.010
H -4.3385 0.3447 -1.3742 0.012
H -3.2968 2.4164 -0.2050 0.092
H -2.9714 4.8109 -0.6761 0.093
H -0.7045 5.7187 -1.0406 0.084
H 1.2490 4.1983 -0.9374 0.099
H 0.9325 1.7971 -0.4683 0.061

---

17
Properties=species:S:1:pos:R:3:lowdin_charge:R:1 method="wB97M-V/def2-TZVPD" homo_ev=-8.82 relative_energy_kcal_mol=154.4 lumo_energy_ev=-0.27 charge=0 mol_weight_g_mol=111.1 smiles="CC(=O)/C=C/N1CC1" orbital_gap_ha=0.3143
C 1.6345 -2.4884 0.3068 0.001
C 1.9597 -0.8467 -0.0480 -0.395
O 3.1509 -0.4380 -0.2283 0.008
C 0.9802 0.1007 -0.3028 -0.088
C -0.3130 -0.3214 -0.3707 -0.030
N -1.5510 0.5513 -0.3180 -0.118
C -1.5601 1.8910 -0.7832 -0.264
C -2.0163 1.7489 0.6355 -0.099
H 2.3744 -3.0837 0.1353 -0.046
H 0.8090 -3.0544 -0.2862 0.082
H 1.3214 -2.3434 1.5958 0.171
H 1.2526 1.2137 -0.1800 0.152
H -0.6601 -1.3767 -0.0594 0.128
H -2.4491 1.8377 -1.4358 0.110
H -0.5665 2.3113 -1.1237 0.119
H -1.2809 2.1476 1.6546 0.169
H -3.0857 2.1505 0.8080 0.101

---

23
Properties=species:S:1:pos:R:3:lowdin_charge:R:1 method="wB97M-V/def2-TZVPD" homo_ev=-10.50 relative_energy_kcal_mol=14.0 lumo_energy_ev=0.84 charge=0 mol_weight_g_mol=104.2 smiles=CCCCCC.O orbital_gap_ha=0.4169
C 0.0875 -2.3081 1.3439 -0.112
C 0.5400 -0.8590 1.2425 -0.264
C 0.6833 -0.2742 -0.1712 -0.211
C -0.2489 0.8943 -0.5158 -0.231
C -0.4394 1.9800 0.5550 -0.256
C 0.8749 2.6505 0.9849 -0.093
H 0.6239 -2.9849 0.6921 0.069
H 0.1837 -2.6265 2.3831 0.067
H -0.9724 -2.3875 1.1017 0.070
H -0.0151 -0.2180 1.9247 0.090
H 1.5058 -0.8204 1.7662 0.103
H 1.7418 0.0006 -0.2113 0.099
H 0.5543 -0.9802 -0.9941 0.091
H -1.2396 0.4580 -0.6493 0.101
H 0.0230 1.2956 -1.4938 0.106
H -1.1629 2.6908 0.1659 0.097
H -0.9097 1.4971 1.4052 0.084
H 1.1380 2.3800 2.0042 0.071
H 0.8469 3.7302 0.8438 0.068
H 1.6744 2.3231 0.3858 0.044
O -1.2273 -1.8308 -2.9263 -0.048
H -2.1536 -1.7446 -3.1237 0.027
H -0.7607 -1.0579 -3.2460 0.029